Entry 1:
C20H35N2O6SSi2 | ωB97M-V/def2-TZVPD

Properties
Orbital gap: 5.0 eV
ΔE to the lowest compared entry with this formula, charge and spin: 13.1 kcal per mole
Charge: -1
HOMO level: -3.372 eV
Lowest unoccupied orbital energy: 0.0600 hartree

```
66
Properties=species:S:1:pos:R:3:forces:R:3
S -4.0735 6.5054 0.1237 -0.876 -0.287 0.468
Si 0.8836 -3.7115 0.5091 0.900 -0.615 -0.289
Si 3.0028 -5.3645 1.8127 -0.313 0.258 -1.024
O -1.7079 0.3009 1.1593 0.083 -0.275 1.530
O -3.1845 7.4047 0.7589 0.546 -0.142 0.165
O -3.8122 4.9923 0.5171 0.651 0.477 -0.082
O -5.4670 6.7436 0.2778 -0.181 0.062 -0.357
O -3.6748 6.3621 -1.3816 0.015 -0.033 -0.521
O -1.2828 2.8350 -2.9647 0.613 -0.493 -0.106
N -0.6649 0.6683 -0.8228 -0.484 1.109 0.006
N 2.2018 -4.7426 0.4847 -0.233 0.156 0.502
C 3.2347 2.0010 0.2184 -0.540 -0.465 -0.381
C -2.5181 3.1309 -0.1752 -0.133 -0.497 -0.009
C -1.4908 4.1152 -3.3882 -1.899 0.587 0.365
C -2.8868 1.6614 -0.3573 -0.173 -0.154 -0.546
C 1.2117 -2.0352 1.3312 -0.386 0.111 -0.079
C 3.8061 -4.0456 2.9207 0.177 -0.322 0.354
C -2.5049 3.1060 -3.8143 2.198 -1.980 1.114
C -1.9084 5.1474 -2.3300 0.407 -1.058 -1.567
C -3.6088 4.1005 -0.6189 0.222 0.040 0.976
C -3.3312 5.0084 -1.8507 -0.478 1.264 1.226
C -0.6600 -4.4489 1.3359 -0.294 0.386 -0.074
C 3.0093 1.1091 -0.8284 0.100 0.129 0.040
C 1.7290 0.6826 -1.1504 -0.010 0.178 -0.036
C 0.3658 -3.3012 -1.2725 -0.307 0.203 0.123
C 2.1389 2.4513 0.9346 0.193 -0.039 -0.185
C 4.4266 -6.4791 1.2376 0.072 -0.065 0.385
C 1.9214 -6.4556 2.9324 0.359 -0.085 0.349
C -1.7210 0.8152 0.0881 0.181 -0.296 -0.891
C 0.8532 2.0332 0.6066 -0.085 0.238 0.187
C 0.6278 1.1478 -0.4414 0.669 -0.398 0.216
H -4.5649 3.5894 -0.6770 -0.083 -0.173 -0.542
H 1.3887 -7.1979 2.3348 -0.042 0.036 -0.035
H -4.0885 4.8479 -2.6035 0.281 -0.377 -0.503
H 0.3778 -1.3531 1.1366 0.008 0.078 0.094
H 2.1211 -1.5778 0.9337 0.050 -0.064 0.019
H 5.1387 -5.9103 0.6356 -0.030 0.004 -0.052
H 4.4817 -4.5059 3.6544 -0.002 0.056 -0.007
H -0.8663 -5.4437 0.9355 0.050 -0.034 0.018
H -0.5408 -4.5265 2.4186 0.055 -0.068 0.020
H -1.8091 6.0787 -2.8765 -0.075 0.485 0.478
H 3.0609 -3.4780 3.4820 -0.036 0.069 -0.060
H 0.0941 -4.2109 -1.8135 0.061 -0.018 -0.015
H 1.1916 -5.8656 3.4907 -0.077 0.020 -0.060
H -1.5709 3.2855 -0.6733 0.102 0.238 -0.120
H 4.9656 -6.9004 2.0956 0.042 -0.030 -0.065
H -0.9380 1.0518 -1.7200 0.276 -0.039 -0.104
H 2.3126 3.1402 1.7469 -0.236 0.069 0.167
H 4.3921 -3.3510 2.3156 -0.050 0.033 -0.040
H -3.1011 1.4415 -1.4037 -0.051 0.028 -0.180
H 4.0447 -7.3079 0.6374 -0.010 0.028 -0.054
H -1.5411 -3.8194 1.1537 -0.006 -0.045 0.024
H -2.2939 2.4813 -4.6687 -0.650 0.512 -0.692
H 1.1856 -2.8109 -1.8042 0.043 -0.053 -0.005
H 1.3146 -2.1315 2.4145 0.057 -0.001 0.018
H 0.0382 2.4223 1.1974 -0.197 -0.104 0.066
H -3.7564 1.3700 0.2224 -0.102 0.081 0.170
H 4.2393 2.3012 0.4634 0.120 0.094 0.094
H 2.5341 -6.9911 3.6701 -0.054 -0.019 -0.011
H 1.5397 -0.0167 -1.9494 0.172 -0.203 -0.080
H -1.1926 5.0566 -1.5225 0.080 0.500 0.246
H 3.8621 0.7374 -1.3754 -0.001 -0.147 -0.159
H -2.3444 3.2929 0.8831 -0.049 0.143 0.182
H -0.8498 4.4820 -4.1715 0.405 0.095 -0.143
H -0.4995 -2.6258 -1.2824 0.019 0.005 -0.062
H -3.2409 2.7078 -3.1331 -1.065 0.805 -0.466
```
Forces are in eV/Å.

=====

Entry 2:
C20H35N3O5S | ωB97M-V/def2-TZVPD

Properties
Orbital gap: 9.8 eV
ΔE to the lowest compared entry with this formula, charge and spin: 1.3 kcal per mole
SMILES string: CC1(C)CCC[C@@H](C(=O)NC[C@@H]2CC[C@]3(CO2)C[C@H](NC(=O)CS(N)(=O)=O)C3)C1
HOMO level: -9.318 eV
Lowest unoccupied orbital energy: 0.0159 hartree

```
64
Properties=species:S:1:pos:R:3:forces:R:3
S -1.6500 3.4135 7.8238 0.102 -0.191 -0.029
O -3.1461 -1.8728 -3.0454 -0.063 -0.265 0.045
O -3.9901 1.3903 5.6513 -0.019 0.047 -0.054
O -0.4192 2.6632 7.7556 -0.124 0.187 0.083
O -1.5059 -0.4603 0.7334 -0.001 -0.056 -0.081
O -1.9579 4.2424 8.9500 0.002 -0.097 -0.089
N -1.7341 4.3195 6.4618 -0.018 -0.003 -0.032
N -1.6127 -0.5321 -2.0898 0.098 -0.018 0.036
N -1.8183 0.8225 6.0360 0.162 0.186 -0.175
C 0.5361 -1.7191 -3.4571 -0.225 -0.030 0.089
C -1.9748 -1.5936 -2.8550 0.137 0.263 -0.332
C 1.6250 -2.5361 -4.1592 0.045 -0.091 -0.059
C -2.0066 0.8869 3.4541 0.307 0.085 -0.064
C -2.5792 0.1700 -1.2760 0.009 -0.041 0.054
C -0.7866 -3.7841 -2.9113 -0.165 -0.066 -0.049
C 1.6302 -3.9635 -3.5874 0.029 0.028 0.036
C -3.9001 -0.4709 2.3027 0.041 0.088 0.060
C -2.9877 2.2531 7.6232 0.115 0.151 0.106
C -3.8386 0.1719 0.9200 -0.117 -0.147 -0.078
C -2.7708 -0.5003 0.0701 -0.012 0.049 0.106
C 2.9833 -1.8890 -3.8935 -0.030 0.034 -0.006
C -2.4068 -1.0403 4.3702 0.092 -0.033 -0.064
C -2.9764 1.4592 6.3200 0.042 -0.231 0.093
C 0.2621 -4.6369 -3.6168 -0.029 -0.070 0.149
C -0.8451 -2.3826 -3.5191 -0.005 0.254 0.175
C -1.5479 0.1872 4.7556 -0.504 -0.141 0.059
C -1.5398 -1.1369 1.9774 0.047 0.116 0.002
C -2.5177 -0.4770 2.9339 -0.099 -0.120 0.073
C 1.3770 -2.5546 -5.6692 0.051 -0.008 -0.040
H 0.3173 -5.6147 -3.1307 0.048 0.011 -0.050
H 2.1678 -3.1125 -6.1758 -0.008 -0.001 -0.009
H -1.0360 1.0069 6.6470 -0.019 0.067 -0.032
H -3.9116 2.8235 7.6723 -0.028 -0.058 0.005
H -0.0463 -4.8232 -4.6488 -0.030 0.021 -0.015
H -2.2341 1.1947 -1.1267 -0.010 0.007 0.027
H -0.5485 -3.7068 -1.8431 0.074 0.037 -0.015
H 0.8233 -1.6092 -2.4037 0.091 -0.038 0.019
H -2.9122 1.5896 8.4865 -0.038 0.014 0.019
H -3.6038 1.2366 1.0094 0.021 0.025 0.011
H -3.3699 -1.0247 4.8759 -0.017 0.020 0.027
H -1.2235 1.3737 2.8697 -0.034 -0.022 -0.007
H -1.1542 -2.4767 -4.5635 -0.053 0.001 0.022
H 0.4246 -3.0132 -5.9337 0.024 -0.016 -0.008
H 2.3654 -4.5698 -4.1247 0.009 0.024 -0.021
H -0.5211 -1.1084 2.3728 -0.008 -0.017 -0.026
H -0.6439 -0.4208 -1.8523 0.011 0.013 0.051
H -2.0663 5.2595 6.6212 -0.002 0.020 0.035
H -4.8072 0.0864 0.4200 0.037 0.041 -0.022
H -4.5942 0.0664 2.9523 -0.014 -0.015 0.009
H -4.2612 -1.5026 2.2211 -0.001 -0.002 -0.036
H 3.7846 -2.4538 -4.3748 0.001 -0.002 -0.011
H -1.9483 -2.0247 4.4884 0.008 0.020 -0.004
H -3.0440 -1.5533 -0.1013 -0.002 0.023 0.015
H -0.8985 4.2640 5.8983 0.027 -0.018 -0.007
H -1.7774 -4.2381 -2.9752 0.036 -0.026 -0.031
H 3.1947 -1.8512 -2.8222 -0.004 0.000 0.000
H -1.8220 -2.1896 1.8269 0.001 -0.003 -0.002
H -0.4856 -0.0428 4.7283 0.039 0.008 0.068
H -3.5269 0.1909 -1.8104 -0.008 -0.010 -0.017
H 0.4980 -0.7123 -3.8849 0.016 -0.013 -0.033
H -2.8231 1.5807 3.6269 -0.033 0.042 0.022
H 3.0102 -0.8670 -4.2804 0.010 -0.016 0.002
H 1.9744 -3.9081 -2.5472 -0.018 -0.016 -0.004
H 1.3750 -1.5374 -6.0687 0.009 -0.004 0.005
```
Forces are in eV/Å.

=====

Entry 3:
C20H35N3O5S | ωB97M-V/def2-TZVPD

Properties
Orbital gap: 9.8 eV
ΔE to the lowest compared entry with this formula, charge and spin: 0.4 kcal per mole
SMILES string: CC1(C)CCC[C@@H](C(=O)NC[C@@H]2CC[C@]3(CO2)C[C@H](NC(=O)CS(N)(=O)=O)C3)C1
HOMO level: -9.351 eV
Lowest unoccupied orbital energy: 0.0166 hartree

```
64
Properties=species:S:1:pos:R:3:forces:R:3
S -7.0535 -4.0117 -2.6839 0.000 0.006 0.007
O 4.4421 -0.2413 0.4032 -0.019 -0.011 0.005
O 0.3096 -0.1997 -0.7086 0.001 -0.005 -0.002
O -5.8781 -4.8423 -2.7257 0.003 -0.004 0.004
O -5.6212 -0.4963 -2.2075 0.000 -0.001 -0.004
O -8.2464 -4.3843 -3.3802 -0.006 0.001 -0.009
N -4.4226 -2.4209 -2.1264 0.004 -0.004 -0.034
N 2.8361 1.0337 -0.5422 -0.008 -0.011 0.004
N -7.4379 -3.7680 -1.1082 0.006 -0.012 -0.001
C 1.4765 -0.9555 -1.0263 0.002 0.003 0.002
C 2.7384 3.4568 3.7207 0.012 0.001 -0.002
C -2.4285 -2.8136 -0.6039 0.003 -0.010 -0.010
C -3.2829 -1.8541 -1.4496 -0.013 0.029 0.018
C 3.0284 1.1383 2.7782 0.012 0.006 -0.001
C 2.8387 5.4271 2.1923 -0.001 0.000 0.004
C 2.5038 0.0355 -1.5366 0.003 0.007 0.002
C 0.0303 -2.9330 -1.5138 0.004 0.003 0.004
C 3.1623 2.0202 4.0154 0.009 0.009 -0.009
C -2.0222 -1.4915 -2.2655 0.003 -0.029 -0.002
C -5.4978 -1.6776 -2.4650 -0.002 0.006 0.019
C 3.3503 3.1533 1.3158 0.002 0.031 -0.006
C 3.4831 4.0842 2.5323 -0.009 0.004 -0.001
C -6.5940 -2.3939 -3.2518 0.002 -0.010 -0.003
C 3.8181 1.7281 1.6005 -0.034 -0.017 0.026
C -1.1658 -2.0843 -1.1172 0.003 0.014 0.008
C 4.9546 4.3292 2.8771 -0.010 -0.011 -0.002
C -0.7072 -1.0055 -0.1458 0.001 -0.005 -0.005
C 1.1544 -2.0431 -2.0385 -0.012 0.011 -0.002
C 3.7397 0.7567 0.4356 0.030 0.004 -0.014
H 2.0534 -2.6280 -2.2438 0.000 -0.004 0.001
H 2.5567 1.6175 4.8301 -0.002 -0.006 -0.003
H 0.8458 -1.5684 -2.9761 0.006 -0.002 -0.001
H 4.8756 1.7349 1.8750 0.004 0.005 -0.011
H 5.4799 4.7618 2.0225 0.002 0.001 -0.001
H 3.4166 -0.4925 -1.8070 0.000 0.001 -0.001
H 0.3829 -3.4871 -0.6359 -0.003 -0.003 -0.002
H 1.8602 -1.4159 -0.1032 -0.001 0.003 0.001
H 3.3431 5.8995 1.3461 0.001 0.001 -0.001
H -0.2656 -3.6724 -2.2624 0.001 0.000 -0.002
H -2.6053 -2.8377 0.4727 0.000 0.002 -0.001
H -7.4866 -1.7746 -3.2258 -0.002 -0.001 0.005
H 2.1571 1.7552 -0.3728 0.005 -0.004 -0.011
H -1.9526 -2.1032 -3.1681 -0.001 0.002 -0.002
H -4.4011 -3.3902 -2.4097 0.004 0.000 0.006
H 2.2880 3.1452 1.0378 0.002 -0.008 0.011
H -6.8062 -4.2361 -0.4740 0.003 0.005 0.002
H 1.7853 5.3009 1.9315 -0.001 0.000 0.001
H 2.1092 0.5378 -2.4217 0.000 -0.001 -0.003
H 2.8959 6.1106 3.0425 -0.001 0.002 -0.002
H -0.3417 -1.4786 0.7785 -0.001 0.002 0.001
H 4.1995 1.9964 4.3621 -0.001 0.002 0.003
H 3.3825 0.1263 2.9799 0.001 -0.003 0.002
H 5.4799 3.4184 3.1626 0.003 -0.003 -0.001
H -3.6379 -1.0004 -0.8765 -0.001 -0.002 0.000
H 1.6652 3.4667 3.4960 -0.002 0.001 -0.002
H 2.8782 4.0858 4.6050 -0.004 -0.003 0.003
H 5.0342 5.0313 3.7101 0.000 0.000 0.000
H -1.5255 -0.3322 0.1162 0.000 0.000 0.002
H -6.2876 -2.5377 -4.2900 0.001 0.003 -0.001
H -2.4713 -3.8340 -0.9945 -0.001 -0.002 0.003
H 1.9714 1.0638 2.4922 0.001 0.001 0.001
H -1.8694 -0.4443 -2.5224 0.000 0.001 0.003
H -8.4152 -3.9422 -0.9192 -0.003 0.006 -0.001
H 3.8974 3.5769 0.4678 0.003 -0.002 0.007
```
Forces are in eV/Å.

=====

Entry 4:
C20H35N4O3ReSSe | ωB97M-V/def2-TZVPD

Properties
Spin multiplicity: 4
Orbital gap (spin up / spin down): 4.0 / 6.6 eV
ΔE to the lowest compared entry with this formula, charge and spin: 0.0 kcal per mole
Charge: -1
⟨S²⟩: 3.7821
HOMO level (spin up / spin down): -1.630 / -4.154 eV
Lowest unoccupied orbital energy (spin up / spin down): 0.0888 / 0.0881 hartree

```
65
Properties=species:S:1:pos:R:3:forces:R:3
Re 0.3948 0.1394 0.2318 -0.073 -0.241 0.498
Se -0.2212 -1.6164 1.7303 0.088 0.168 -0.193
S -2.5844 3.4195 -0.4965 0.053 0.008 -0.017
O 2.2581 0.7131 0.0453 -0.172 0.108 0.171
O -2.7212 0.5936 1.1041 0.028 -0.012 0.023
O -1.3126 2.8693 -1.0445 -0.205 0.117 -0.088
N 0.1145 1.7873 1.5804 -0.076 -0.045 -0.155
N -0.2769 -0.2854 -1.2896 0.216 0.165 -0.267
N 2.5959 -2.8608 -1.1626 0.079 -0.019 -0.108
N 0.6966 -4.0621 -0.6611 -0.048 0.059 0.076
C -1.3584 3.4196 2.6062 0.061 -0.050 -0.009
C -2.4864 -0.5758 -2.1882 0.044 -0.002 0.049
C -2.3236 5.1955 -0.3718 0.028 -0.054 0.070
C -0.9975 -0.4683 -2.5222 -0.136 -0.060 0.077
C 2.9088 0.9894 -1.1745 -0.043 -0.192 -0.014
C 2.3532 2.2507 -1.8231 -0.101 0.029 0.117
C 4.6227 -3.9408 -1.8739 -0.023 0.034 0.014
C 4.0077 -5.1829 -1.7471 -0.041 0.007 0.008
C -1.1174 2.1469 2.1514 0.057 0.191 -0.029
C -0.7302 0.7146 -3.4530 0.042 -0.037 -0.057
C -0.5007 -1.7630 -3.1639 0.020 -0.113 0.082
C 3.8626 -2.8250 -1.5666 -0.003 0.033 -0.001
C -3.7399 3.4956 -1.8870 0.078 -0.080 0.027
C 2.0105 -4.0548 -1.0413 0.085 0.019 -0.024
C 2.6976 -5.2495 -1.3308 0.001 -0.071 0.005
C -0.3961 4.4430 2.5545 0.022 0.025 0.048
C 0.8707 4.0574 2.0513 -0.050 -0.065 0.026
C -2.1935 1.1221 2.3241 0.005 -0.168 -0.042
C 1.0745 2.7901 1.6014 0.077 0.094 -0.002
C 4.3949 1.1256 -0.8835 0.026 -0.011 -0.013
H -1.9468 5.5691 -1.3240 0.001 -0.001 -0.011
H -1.0315 -1.9459 -4.1018 -0.006 -0.004 -0.013
H -3.9919 2.4653 -2.1335 -0.004 0.013 -0.048
H 2.1936 -6.2022 -1.2195 -0.002 0.011 -0.008
H -1.0111 1.6456 -2.9655 -0.009 0.053 0.016
H -0.5942 5.4358 2.9348 0.006 -0.007 0.007
H 1.2714 2.1737 -1.9625 0.087 0.000 0.005
H -1.2996 0.5955 -4.3803 0.000 -0.006 0.023
H 4.2964 -1.8318 -1.6464 -0.009 -0.010 0.006
H 1.7057 4.7475 2.0295 -0.002 0.004 -0.007
H 2.8248 2.4310 -2.7921 0.009 0.003 -0.021
H -2.3397 3.6159 3.0253 -0.003 0.003 -0.002
H 4.5528 -6.0922 -1.9719 -0.010 -0.008 0.007
H 0.5697 -1.6922 -3.3671 -0.015 -0.021 0.009
H -3.0222 1.5932 2.8556 -0.010 0.003 0.007
H -0.6583 -2.6065 -2.4874 0.023 0.050 -0.084
H 0.3577 -4.9214 -0.2613 0.012 0.005 0.006
H -4.6412 4.0312 -1.5869 0.021 0.005 0.015
H 5.6509 -3.8419 -2.1933 -0.006 0.008 -0.001
H 0.3325 0.7553 -3.7081 -0.052 0.012 0.024
H 0.3965 -3.2324 -0.1432 0.006 -0.013 -0.011
H -3.0784 -0.7417 -3.0921 0.013 0.003 -0.010
H 4.9559 1.2908 -1.8073 0.019 0.003 0.020
H -2.8137 0.3386 -1.6948 -0.043 0.022 0.039
H -2.2604 -0.2527 0.9702 -0.011 -0.024 -0.019
H -1.8136 0.2915 2.9279 -0.015 0.027 0.008
H -3.2559 5.6875 -0.0889 0.015 -0.015 -0.009
H 4.7719 0.2274 -0.3917 -0.021 0.010 -0.017
H 2.7534 0.1388 -1.8533 0.002 -0.014 -0.055
H -2.6449 -1.4078 -1.4982 -0.034 0.027 -0.033
H 2.5402 3.1080 -1.1715 -0.003 0.026 -0.041
H 2.0454 2.4958 1.2374 -0.015 -0.036 -0.024
H 4.5605 1.9737 -0.2146 0.014 -0.002 -0.011
H -1.5805 5.3208 0.4166 0.001 0.043 -0.026
H -3.2542 3.9814 -2.7337 0.000 -0.008 -0.010
```
Forces are in eV/Å.

=====

Which of these has the highest ΔE to the lowest compared entry with this formula, charge and spin? C20H35N2O6SSi2